1.
ORCA calculation (ωB97M-V/def2-TZVPD) on a molecular structure, C2H9N2P in a non-equilibrium geometry.

Structure (XYZ):
```
14
Properties=species:S:1:pos:R:3:lowdin_charge:R:1
C 1.64 0.23 0.63 -0.208
C -0.96 -1.16 -0.94 -0.280
N 0.83 0.86 -0.37 -0.049
N -0.82 0.07 -0.35 -0.520
P -1.78 0.95 0.66 0.747
H 0.95 0.06 1.46 0.044
H 2.11 -0.71 0.39 0.058
H 2.42 0.95 1.02 0.096
H -0.64 -2.17 -0.52 0.073
H -2.20 -1.26 -1.18 0.135
H -0.45 -1.19 -1.96 0.070
H 1.17 0.61 -1.33 0.081
H -1.08 2.18 0.61 -0.105
H -1.20 0.59 1.90 -0.142
```

Computed properties:
HOMO level, eV: -8.50
Spin multiplicity: 1
Strongest force on any atom, eV/Å: 5.47
Energy above the lowest of the compared OMol25 structures with the same formula, charge and spin, kJ/mol: 347.12
Kohn-Sham gap, eV: 9.324

=====

2.
ORCA calculation (ωB97M-V/def2-TZVPD) on 3 unconnected molecules or ions with the total composition C5H13N3O in a non-equilibrium geometry.

Structure (XYZ):
```
22
Properties=species:S:1:pos:R:3:lowdin_charge:R:1
C 1.65 -1.06 1.61 -0.206
C 1.54 0.80 -0.61 -0.300
N 1.12 1.86 -0.06 0.068
C 1.96 0.16 -1.67 0.008
O 0.77 -0.83 0.54 -0.365
H -0.53 1.45 0.54 0.084
H 1.79 2.39 0.48 0.070
H 1.16 -1.65 2.40 0.071
H 1.99 -0.11 2.05 0.067
H 2.53 -1.61 1.27 0.072
H 2.12 -0.91 -1.66 0.052
H 2.10 0.70 -2.60 0.059
N -1.19 0.73 0.97 0.057
N -1.49 -1.10 -1.37 0.087
C -2.39 0.53 0.21 -0.172
C -2.47 -0.28 -0.86 -0.209
H -1.39 1.01 1.93 0.125
H -0.33 -0.17 0.87 0.092
H -1.72 -1.63 -2.19 0.088
H -0.57 -1.12 -0.93 0.055
H -3.23 1.16 0.47 0.088
H -3.41 -0.31 -1.39 0.107
```

Computed properties:
HOMO level, eV: -7.94
Spin multiplicity: 1
Strongest force on any atom, eV/Å: 1.90
Energy above the lowest of the compared OMol25 structures with the same formula, charge and spin, kJ/mol: 415.68
Kohn-Sham gap, eV: 8.854

=====

3.
ORCA calculation (ωB97M-V/def2-TZVPD) on 3 unconnected molecules or ions with the total composition C10H18N2O6P2S in a non-equilibrium geometry.

Structure (XYZ):
```
39
Properties=species:S:1:pos:R:3:lowdin_charge:R:1
O 1.48 0.64 2.26 -0.425
P 0.76 0.92 0.99 0.746
C -0.77 1.82 1.26 -0.205
C -2.01 1.34 1.10 -0.305
P -2.56 -0.27 0.52 0.386
S -2.38 -0.39 -1.40 0.192
C -2.97 2.44 1.40 -0.441
O -4.15 2.44 1.38 0.180
O -2.23 3.56 1.73 0.153
C -0.89 3.24 1.71 -0.422
O -0.03 3.99 2.03 0.193
H 1.48 1.67 0.07 0.023
H 0.30 -0.24 0.36 0.009
H -3.84 -0.43 1.04 -0.005
H -1.75 -1.19 1.20 -0.035
C 1.85 -4.33 2.13 -0.007
C 0.80 -3.25 2.10 -0.551
O 0.08 -3.06 1.12 0.001
N 0.67 -2.46 3.19 0.010
C 1.41 -2.47 4.43 -0.067
H 1.82 -4.86 1.18 0.081
H 2.84 -3.90 2.26 0.086
H 1.66 -5.04 2.93 0.084
H -0.05 -1.76 3.07 0.119
H 0.74 -2.63 5.28 0.083
H 1.92 -1.51 4.57 0.084
H 2.16 -3.26 4.42 0.073
C -1.05 2.10 -3.88 -0.021
C 0.25 1.67 -3.26 -0.547
O 0.43 1.67 -2.05 -0.030
N 1.24 1.26 -4.10 0.013
C 1.21 1.19 -5.55 -0.074
H -1.74 2.38 -3.09 0.069
H -0.90 2.95 -4.55 0.086
H -1.50 1.28 -4.46 0.085
H 2.09 0.99 -3.63 0.140
H 1.38 0.16 -5.88 0.085
H 1.98 1.83 -5.98 0.084
H 0.25 1.51 -5.92 0.070
```

Computed properties:
HOMO level, eV: -9.04
Spin multiplicity: 1
Strongest force on any atom, eV/Å: 1.19
Kohn-Sham gap, eV: 7.391

=====

4.
ORCA calculation (ωB97M-V/def2-TZVPD) on 2 unconnected molecules or ions with the total composition C5H11O2 in a non-equilibrium geometry.

Structure (XYZ):
```
18
Properties=species:S:1:pos:R:3:mulliken_spin:R:1
C -0.86 1.92 -0.45 0.211
C -1.91 0.77 -0.40 -0.026
O -3.06 1.02 0.08 -0.017
O -1.48 -0.32 -0.83 -0.062
H -1.03 2.63 -1.26 0.001
H 0.07 1.38 -0.52 -0.042
H -1.04 2.53 0.45 -0.005
C 2.01 -0.49 0.39 -0.601
C 2.86 -1.39 -0.46 3.224
C 1.38 -1.30 1.53 1.231
H 1.22 0.02 -0.19 0.194
H 2.52 0.41 0.76 -0.483
H 3.62 -1.84 0.20 -0.424
H 2.30 -2.18 -0.96 -0.344
H 0.66 -0.72 2.12 0.121
H 2.21 -1.65 2.14 -0.868
H 3.43 -0.93 -1.28 -1.024
H 0.81 -2.14 1.14 -0.084
```

Computed properties:
HOMO level (spin up / spin down), eV: 4.05 / -1.48
Charge: -2
Spin multiplicity: 2
Strongest force on any atom, eV/Å: 1.44
Energy above the lowest of the compared OMol25 structures with the same formula, charge and spin, kJ/mol: 44.78
Kohn-Sham gap (spin up / spin down), eV: 2.651 / 8.082

=====

5.
ORCA calculation (ωB97M-V/def2-TZVPD) on a molecular structure, C2H6N2S2 in a non-equilibrium geometry.

Structure (XYZ):
```
12
Properties=species:S:1:pos:R:3:lowdin_charge:R:1
C -2.05 0.04 0.44 -0.402
C 1.20 0.92 -1.45 -0.626
H 1.04 -0.81 1.72 -0.165
H -2.50 0.95 0.07 0.036
H -2.66 -0.87 0.44 0.061
H 2.21 -0.09 -0.01 0.063
H 3.23 0.67 -1.19 0.103
H 1.43 1.51 -2.34 0.059
N -0.85 0.10 0.85 -0.746
N 2.30 0.47 -0.84 0.041
S -0.15 -1.35 1.43 0.726
S -0.34 0.66 -0.97 0.850
```

Computed properties:
HOMO level, eV: -6.34
Spin multiplicity: 1
Strongest force on any atom, eV/Å: 6.20
Energy above the lowest of the compared OMol25 structures with the same formula, charge and spin, kJ/mol: 431.25
Kohn-Sham gap, eV: 6.847

=====

6.
ORCA calculation (ωB97M-V/def2-TZVPD) on a molecular structure, C26H23Br2IrN5O5S2 in a non-equilibrium geometry.

Structure (XYZ):
```
64
Properties=species:S:1:pos:R:3:lowdin_charge:R:1
Ir -0.12 0.72 -0.21 0.541
O 4.86 -5.93 -0.01 -0.296
S 5.08 -4.52 0.14 0.648
O 6.20 -4.07 0.92 -0.293
N 3.69 -3.81 0.70 -0.065
C 3.17 -3.02 -0.19 -0.587
S 1.76 -2.06 -0.15 1.017
C 3.95 -2.90 -1.48 -0.209
C 3.72 -2.08 -2.57 -0.025
C 4.63 -2.13 -3.62 -0.055
C 5.74 -2.97 -3.57 -0.072
C 5.99 -3.77 -2.46 -0.038
C 5.07 -3.71 -1.43 -0.230
H 2.87 -1.40 -2.60 0.068
H 4.48 -1.49 -4.48 0.108
H 6.44 -2.98 -4.40 0.102
H 6.86 -4.40 -2.40 0.118
N 0.37 3.75 0.67 0.116
C -0.34 3.82 -0.50 -0.398
C -0.70 5.05 -1.08 -0.030
C -1.41 5.04 -2.26 -0.092
C -1.76 3.83 -2.84 -0.079
C -1.38 2.67 -2.20 -0.136
N -0.70 2.66 -1.05 -0.060
H 0.97 4.54 0.87 0.091
H 0.80 2.83 0.80 0.007
H -0.41 5.98 -0.60 0.102
H -1.69 5.98 -2.72 0.098
H -2.31 3.78 -3.77 0.094
H -1.62 1.69 -2.59 0.101
C 1.19 -3.27 2.40 -0.041
C 1.31 -1.99 1.66 -0.641
O 1.03 -0.90 2.07 0.006
H 0.41 -3.86 1.91 0.092
H 2.12 -3.84 2.35 0.058
H 0.92 -3.05 3.43 0.087
Br 2.19 1.26 -1.14 -0.178
N -3.40 1.35 -0.07 0.157
C -2.88 1.47 1.17 -0.361
C -3.68 1.89 2.25 -0.034
C -3.12 2.01 3.50 -0.096
C -1.76 1.73 3.67 -0.085
C -1.04 1.33 2.57 -0.144
N -1.57 1.21 1.34 -0.025
H -4.40 1.33 -0.15 0.101
H -2.85 0.83 -0.76 0.039
H -4.72 2.10 2.08 0.101
H -3.72 2.33 4.34 0.099
H -1.28 1.81 4.63 0.093
H 0.01 1.09 2.63 0.085
Br -3.54 -2.03 -3.75 0.766
C -3.59 -3.06 -2.15 -0.594
C -4.35 -4.22 -2.23 -0.157
C -4.48 -5.04 -1.12 -0.100
C -3.85 -4.70 0.07 -0.089
C -3.07 -3.55 0.12 -0.029
C -2.92 -2.71 -0.99 -0.138
C -2.00 -1.50 -0.81 -0.649
O -1.22 -1.56 0.17 -0.111
O -2.11 -0.55 -1.62 -0.148
H -4.84 -4.47 -3.16 0.084
H -5.07 -5.94 -1.19 0.096
H -3.95 -5.32 0.95 0.097
H -2.55 -3.27 1.02 0.111
```

Computed properties:
HOMO level (spin up / spin down), eV: -3.09 / -3.04
Charge: -1
Spin multiplicity: 1
Strongest force on any atom, eV/Å: 2.14
Energy above the lowest of the compared OMol25 structures with the same formula, charge and spin, kJ/mol: 302.90
Kohn-Sham gap (spin up / spin down), eV: 5.195 / 5.148